Density functional theory data (ωB97M-V/def2-TZVPD) for an isolated molecule of C3H4BrN3O4 at a distorted geometry.

Its SMILES is NC(=O)C(Br)(C(N)=O)[N+](=O)[O-]. The molar mass is 225.99 g/mol. The value obtained for the gap between HOMO and LUMO is 10.19 eV. The value obtained for the electronic energy is -85875.86203 eV. Its strongest force on any atom is 3.8 eV Å⁻¹. The energy above the lowest of the compared OMol25 structures with the same formula, charge and spin is 0.0 kJ/mol. Its HOMO energy is -10.502 eV.

The geometry in XYZ format:
```
15
Properties=species:S:1:pos:R:3:forces:R:3:nbo_charge:R:1
Br -2.247603 -1.014660 -0.107880 0.6 0.0 0.5 0.10
O -0.733841 -0.332582 -2.358171 -0.4 -0.2 -1.8 -0.55
O -2.047707 1.549611 1.119792 0.2 -0.3 0.1 -0.32
O 1.620273 -0.084521 0.927192 -1.3 -0.8 -0.1 -0.58
O -0.069108 2.183093 0.574727 -0.1 -0.1 0.4 -0.37
N 0.352976 -1.984382 1.267250 3.0 2.4 -0.4 -0.81
N -0.951985 1.346427 0.665594 0.4 1.0 -0.3 0.51
N 1.018776 0.909446 -1.545247 -1.0 -0.8 -0.8 -0.80
C 0.551308 -0.674195 0.799455 0.8 -0.8 1.2 0.64
C -0.105432 0.215682 -1.524104 -0.1 -0.2 3.3 0.69
C -0.592530 0.021882 0.035812 -1.3 -1.3 -0.8 -0.20
H -0.541542 -2.299885 1.506298 -1.3 -0.5 0.2 0.41
H 1.196324 -2.297594 1.798700 -1.4 0.2 -0.6 0.42
H 1.334312 1.300835 -0.688388 0.6 0.6 0.3 0.45
H 1.215786 1.160843 -2.471035 1.2 0.9 -1.1 0.41
```
Forces are in eV/Å.